{"formula": "C3H10N5", "method": "ωB97M-V/def2-TZVPD", "symbols": ["H", "N", "N", "C", "C", "N", "C", "N", "N", "H", "H", "H", "H", "H", "H", "H", "H", "H"], "xyz": [[1.81482, -1.65656, 1.82442], [1.07437, -1.17426, 1.30197], [1.41961, -0.04261, 0.97700], [0.50218, 0.78068, 0.26106], [1.17867, 1.37887, -0.97906], [-0.73339, 0.04466, -0.04148], [-1.85915, 0.19100, 0.84446], [-0.58485, -1.09604, -0.66764], [0.39493, -1.32670, -1.40059], [0.36380, -2.21585, -1.88896], [0.24128, 1.59480, 0.94690], [0.73297, 0.97886, -1.88244], [2.23304, 1.12187, -0.98149], [1.08778, 2.46107, -0.99459], [-1.53840, 0.18491, 1.88794], [-2.36070, 1.13644, 0.63254], [-2.57240, -0.61923, 0.69829], [-1.39456, -1.74191, -0.53833]], "forces_ev_per_angstrom": [[0.225, 0.401, -0.031], [-0.684, 0.247, -0.177], [1.658, -0.808, 1.286], [-0.386, 0.439, -0.732], [-0.039, 0.143, -0.138], [0.293, 0.102, 0.049], [-0.606, 0.080, 0.505], [-0.126, -0.683, -1.050], [-0.204, 0.466, 0.380], [-0.527, -0.311, 0.262], [-0.186, -0.279, -0.079], [0.038, 0.099, -0.075], [0.060, -0.036, 0.016], [-0.048, 0.019, 0.078], [0.048, -0.077, -0.065], [0.026, -0.097, -0.021], [-0.043, 0.005, -0.039], [0.501, 0.290, -0.168]], "charge": 1, "gap_ha": 0.316, "relative_energy_kj_mol": 421.6, "smiles": "[H]/N=N/[C@@H](C)N(C)/[NH+]=N/[H]"}

{"formula": "C9H9F2OP", "method": "ωB97M-V/def2-TZVPD", "symbols": ["F", "C", "C", "C", "C", "C", "C", "C", "C", "O", "C", "F", "P", "H", "H", "H", "H", "H", "H", "H", "H", "H"], "xyz": [[-2.94995, -0.35102, -0.52875], [-2.57576, 0.96070, -0.83950], [-1.12711, 1.16435, -0.67248], [-0.20413, 0.06988, 0.39278], [0.07464, 0.65845, 1.60622], [0.67195, -0.14232, 2.60773], [0.87280, -1.49035, 2.38880], [0.60434, -1.98734, 1.13745], [0.08609, -1.24897, 0.17249], [-0.73105, 2.44584, -0.54291], [-0.21884, 1.84573, -1.64247], [-0.82386, 2.16139, -2.89137], [1.48234, 1.39918, -1.75515], [-2.89692, 1.19141, -1.99156], [-3.05573, 1.60915, -0.24127], [-0.23368, 1.66529, 1.72003], [0.90605, 0.31938, 3.55674], [1.30157, -2.20264, 3.02857], [0.70833, -3.06026, 1.02114], [-0.12662, -1.74806, -0.74648], [2.07725, 2.40276, -2.62772], [1.12959, 0.64353, -2.93578]], "forces_ev_per_angstrom": [[0.213, 0.695, -0.182], [0.136, -2.431, -4.988], [3.719, -4.629, 1.201], [-2.796, 3.223, -1.219], [0.450, -1.715, 0.068], [-0.403, 0.858, 0.166], [0.168, 1.091, -0.783], [0.628, -2.407, 1.827], [-1.215, 0.790, -2.617], [0.043, 3.531, 1.187], [-2.278, -0.654, -1.925], [0.297, 0.309, 1.367], [2.030, -0.705, -1.451], [0.740, -0.598, 2.744], [-1.956, 2.174, 2.263], [0.116, 0.874, 0.566], [0.027, -0.073, 0.127], [0.445, -0.278, 1.471], [0.226, 0.042, -0.352], [-0.321, 0.049, -0.704], [-0.747, -0.086, 0.614], [0.479, -0.060, 0.618]], "charge": 0, "gap_ha": 0.372, "relative_energy_kj_mol": 74.1, "smiles": "FC[C@]1(c2ccccc2)O[C@@]1(F)P"}

{"formula": "C37H79Br24O3P2", "method": "ωB97M-V/def2-TZVPD", "symbols": ["C", "O", "C", "C", "C", "C", "C", "C", "C", "C", "C", "C", "C", "C", "P", "Br", "C", "C", "O", "P", "O", "Br", "H", "H", "H", "H", "H", "H", "H", "H", "H", "H", "H", "H", "H", "H", "H", "H", "H", "H", "H", "H", "H", "H", "H", "H", "H", "H", "H", "H", "H", "H", "H", "H", "H", "H", "H", "Br", "C", "C", "Br", "H", "H", "H", "H", "Br", "C", "C", "Br", "H", "H", "H", "H", "Br", "C", "C", "Br", "H", "H", "H", "H", "Br", "C", "C", "Br", "H", "H", "H", "H", "Br", "C", "C", "Br", "H", "H", "H", "H", "Br", "C", "C", "Br", "H", "H", "H", "H", "Br", "C", "C", "Br", "H", "H", "H", "H", "Br", "C", "C", "Br", "H", "H", "H", "H", "Br", "C", "C", "Br", "H", "H", "H", "H", "Br", "C", "C", "Br", "H", "H", "H", "H", "Br", "C", "C", "Br", "H", "H", "H", "H"], "xyz": [[7.37800, -2.21130, 1.54208], [7.03678, -0.96566, 0.97007], [7.35429, 0.14915, 1.79008], [7.46650, 1.44820, 0.95185], [6.26922, 2.39151, 1.17524], [5.22320, 2.26446, 0.06960], [4.09386, 3.30829, 0.19321], [2.76940, 2.70902, 0.70515], [2.14160, 3.43761, 1.90619], [0.74865, 4.01637, 1.59511], [-0.35189, 2.98525, 1.82639], [-1.58660, 3.21538, 0.96319], [-2.78466, 2.32288, 1.34315], [-2.43829, 0.83596, 1.51121], [-3.33806, -0.49859, 0.46121], [-1.20670, -1.73354, 0.05320], [-3.19328, 0.49322, -1.18241], [-1.80590, 0.91252, -1.65373], [-1.85328, 2.08109, -2.50836], [-5.40879, 0.33978, 1.02486], [-6.01421, -0.84988, 2.01136], [-6.65130, 0.05605, -0.86793], [6.49973, -2.67022, 2.00978], [7.71918, -2.86560, 0.74073], [8.16010, -2.11852, 2.29738], [6.54980, 0.31213, 2.51818], [8.28057, -0.01288, 2.34779], [8.40273, 1.94210, 1.20722], [7.52829, 1.18051, -0.09654], [6.63844, 3.42007, 1.18167], [5.81017, 2.17410, 2.14374], [4.81936, 1.25001, 0.03122], [5.73821, 2.42400, -0.88271], [4.42453, 4.04245, 0.93117], [3.97455, 3.80432, -0.76699], [2.97630, 1.67711, 0.99454], [2.03257, 2.63453, -0.09788], [2.78371, 4.26293, 2.22373], [2.02825, 2.75532, 2.75309], [0.57303, 4.94378, 2.14716], [0.73606, 4.28790, 0.53385], [0.08276, 2.02851, 1.51345], [-0.60430, 2.87599, 2.88470], [-1.91837, 4.24952, 1.13404], [-1.33238, 3.15377, -0.09700], [-3.59238, 2.52940, 0.63757], [-3.13544, 2.70489, 2.30788], [-1.37493, 0.67064, 1.36721], [-2.62975, 0.54905, 2.54715], [-4.00519, -1.55901, -0.27367], [-3.42601, -1.32294, 1.63686], [-3.86241, 1.36065, -1.21774], [-3.58739, -0.19296, -1.93642], [-1.34715, 0.14448, -2.27044], [-1.12241, 1.12787, -0.82993], [-2.44251, 2.71801, -2.09647], [-6.28957, -1.61374, 1.48421], [2.38035, -0.33309, 2.58182], [3.40820, -1.60734, 1.53879], [4.26534, -0.89864, 0.51957], [3.19712, -0.25875, -0.96890], [2.69315, -2.28669, 1.08365], [4.02652, -2.14919, 2.25218], [4.99725, -1.57865, 0.08858], [4.77902, -0.03655, 0.93509], [2.32372, 6.64044, -1.49934], [3.76232, 7.94618, -1.48861], [5.04561, 7.36829, -2.02511], [5.88207, 6.18567, -0.73201], [3.86325, 8.29137, -0.46480], [3.42251, 8.76465, -2.11948], [5.76876, 8.15770, -2.21774], [4.89290, 6.78668, -2.92850], [-4.65949, -2.77035, -3.21636], [-5.35271, -1.19490, -4.11119], [-4.89536, -1.10363, -5.53992], [-3.03772, -0.54178, -5.62666], [-5.03493, -0.34156, -3.51939], [-6.43634, -1.28238, -4.06012], [-5.46139, -0.34107, -6.07128], [-4.96607, -2.04763, -6.07158], [-2.36319, -2.13245, 3.75769], [-0.69916, -3.12358, 3.75412], [-0.91548, -4.59880, 3.94216], [-1.31160, -5.05666, 5.80103], [-0.06529, -2.69376, 4.52392], [-0.26606, -2.92845, 2.77193], [-0.01165, -5.15392, 3.70224], [-1.74185, -4.97261, 3.34624], [-9.43244, -2.34150, 1.93356], [-9.20258, -0.44495, 2.31535], [-10.18161, 0.04230, 3.34568], [-11.97647, 0.27046, 2.61561], [-9.29028, 0.07474, 1.36637], [-8.18443, -0.34797, 2.68565], [-9.88897, 1.02639, 3.70347], [-10.27409, -0.63919, 4.18481], [-6.59158, -7.08646, -4.01823], [-7.28892, -5.55053, -4.98126], [-6.91189, -5.58922, -6.44006], [-5.05192, -5.09797, -6.70014], [-6.90787, -4.66665, -4.47676], [-8.36954, -5.60179, -4.86756], [-7.48941, -4.85722, -7.00059], [-7.04637, -6.57201, -6.87988], [1.25222, -0.44353, -4.35403], [0.59488, 1.19800, -5.16027], [1.06097, 1.34936, -6.58136], [2.93760, 1.86626, -6.68863], [0.91917, 2.00792, -4.51525], [-0.49068, 1.12636, -5.12686], [0.51067, 2.14569, -7.07735], [0.96517, 0.42955, -7.14855], [-4.78667, 0.37794, 4.75634], [-3.77069, 1.03949, 6.26554], [-4.14832, 0.33507, 7.54247], [-5.85483, 0.95649, 8.24402], [-3.93343, 2.11146, 6.31656], [-2.72781, 0.83917, 6.02414], [-3.42275, 0.54591, 8.32494], [-4.24080, -0.73867, 7.40900], [1.56839, -2.27466, -7.93051], [2.98979, -2.51858, -6.62736], [4.09459, -3.39006, -7.15923], [3.60271, -5.27314, -7.18050], [2.52473, -2.92337, -5.73518], [3.36352, -1.51866, -6.41698], [4.96597, -3.32595, -6.51175], [4.37409, -3.13128, -8.17517], [9.45167, -0.37424, 0.03589], [11.03359, -0.57088, -1.08434], [11.76936, 0.73262, -1.25389], [10.84481, 1.92765, -2.47968], [10.69339, -0.98213, -2.02927], [11.67367, -1.29513, -0.58361], [12.75166, 0.57065, -1.69213], [11.87365, 1.27042, -0.31712], [-6.70267, -3.25245, 7.75556], [-5.91399, -4.73284, 6.76449], [-5.07657, -4.24541, 5.61507], [-6.15764, -3.64078, 4.12291], [-6.73319, -5.36812, 6.44390], [-5.29558, -5.26567, 7.48363], [-4.46445, -5.05362, 5.22200], [-4.43444, -3.41373, 5.88934]], "forces_ev_per_angstrom": [[-0.464, -0.134, -0.030], [0.485, 0.045, 0.448], [-0.610, 0.818, 0.094], [-0.822, -0.044, 0.712], [0.246, -0.193, -0.403], [0.155, 0.468, -0.232], [-0.038, -0.567, 0.344], [0.147, -0.206, 0.319], [-0.373, 0.496, -0.166], [0.131, -0.051, -0.086], [0.343, -0.363, -0.820], [-0.527, 0.525, 0.644], [0.569, 0.259, 0.050], [-0.234, 0.077, -0.083], [-1.173, 0.222, 0.101], [0.573, -0.446, -0.074], [0.355, -0.414, -0.552], [-0.023, 0.520, -0.077], [0.066, -0.099, -0.157], [0.320, 0.763, 0.541], [-0.327, 0.008, -0.579], [-0.039, -0.192, 0.018], [0.008, 0.002, 0.079], [0.061, -0.025, 0.004], [0.089, 0.019, -0.047], [0.053, -0.231, 0.154], [-0.032, -0.243, 0.015], [-0.009, 0.069, 0.022], [-0.127, 0.124, -0.115], [-0.137, 0.065, 0.143], [-0.009, 0.257, 0.103], [0.287, 0.882, -0.182], [0.065, -0.114, -0.026], [-0.008, 0.261, -0.226], [-0.150, 0.180, 0.076], [-0.132, 0.220, -0.033], [0.029, 0.000, -0.045], [0.157, -0.114, 0.067], [0.173, 0.008, 0.079], [-0.101, -0.057, 0.102], [-0.033, 0.123, 0.014], [-0.037, -0.086, 0.199], [-0.054, 0.117, 0.027], [0.049, 0.046, -0.178], [0.136, -0.155, 0.013], [-0.066, -0.221, -0.006], [-0.171, -0.069, -0.031], [0.045, -0.053, -0.091], [-0.085, -0.147, -0.036], [0.182, -0.035, -0.083], [-0.099, 0.196, -0.252], [0.058, 0.075, 0.318], [-0.118, -0.062, 0.107], [0.017, -0.112, 0.105], [-0.028, -0.141, 0.101], [-0.046, 0.045, 0.060], [0.261, -0.312, 0.196], [-0.165, -0.189, 0.243], [0.046, 0.058, 0.015], [-0.397, -0.497, -0.166], [-0.228, -0.415, -0.288], [-0.013, 0.030, -0.028], [0.035, 0.030, 0.000], [-0.138, 0.095, 0.060], [-0.117, -0.443, 0.154], [0.029, -0.008, 0.071], [-0.168, -0.051, -0.124], [0.127, 0.029, 0.111], [0.096, 0.035, -0.061], [0.040, 0.015, -0.001], [0.028, 0.002, -0.016], [-0.025, 0.027, 0.010], [-0.042, 0.009, -0.008], [0.020, -0.015, -0.033], [-0.152, -0.172, 0.128], [0.062, 0.151, -0.040], [0.124, -0.061, -0.095], [-0.043, 0.029, -0.014], [-0.008, 0.034, -0.027], [0.000, 0.023, 0.029], [0.003, -0.034, 0.044], [0.184, -0.201, 0.522], [-0.032, 0.168, -0.133], [0.102, -0.041, 0.008], [-0.053, -0.007, -0.011], [0.040, -0.048, 0.003], [-0.046, -0.033, -0.034], [0.009, 0.009, 0.008], [-0.015, 0.023, -0.004], [0.020, 0.050, -0.037], [0.078, -0.083, 0.055], [-0.064, 0.095, -0.044], [-0.006, -0.050, 0.032], [0.001, 0.019, 0.005], [0.013, -0.012, 0.001], [0.025, 0.004, -0.020], [0.022, -0.010, 0.001], [0.037, 0.036, 0.008], [-0.096, -0.113, 0.047], [0.073, 0.174, 0.017], [0.053, -0.055, -0.077], [0.035, 0.001, -0.015], [-0.006, 0.008, -0.029], [-0.030, 0.007, 0.034], [-0.017, -0.018, 0.029], [-0.003, 0.078, 0.127], [-0.084, -0.140, 0.068], [-0.017, 0.125, -0.024], [0.027, -0.087, -0.018], [-0.032, 0.035, -0.022], [-0.004, 0.032, 0.034], [0.005, 0.025, 0.030], [-0.015, -0.014, 0.008], [-0.169, 0.013, -0.053], [0.033, -0.134, -0.155], [0.024, 0.090, 0.116], [-0.015, -0.053, -0.027], [0.013, 0.006, 0.059], [0.007, -0.024, 0.034], [0.013, 0.010, -0.013], [-0.015, -0.006, -0.028], [-0.017, -0.085, -0.026], [0.002, 0.129, -0.106], [0.030, -0.108, 0.082], [-0.007, 0.015, -0.058], [0.020, -0.018, 0.010], [0.007, -0.004, 0.015], [-0.014, 0.023, 0.022], [-0.005, 0.031, 0.000], [1.707, -0.688, -1.223], [-0.016, -0.007, 0.372], [0.033, 0.039, -0.191], [-0.021, 0.021, 0.070], [0.034, 0.028, -0.032], [0.034, 0.014, -0.021], [-0.008, -0.032, -0.007], [-0.005, -0.025, 0.023], [-0.020, 0.005, -0.027], [0.044, 0.068, 0.147], [0.004, -0.003, -0.230], [-0.094, 0.058, 0.044], [-0.005, 0.008, -0.025], [0.025, 0.006, -0.014], [0.026, -0.014, 0.062], [0.048, -0.028, 0.000]], "charge": -1, "gap_ha": 0.223}

{"formula": "C14H25NNbO14", "method": "ωB97M-V/def2-TZVPD", "symbols": ["C", "C", "Nb", "O", "N", "O", "H", "H", "H", "H", "H", "H", "H", "H", "H", "C", "C", "O", "C", "O", "O", "H", "H", "H", "H", "C", "C", "O", "C", "O", "O", "H", "H", "H", "H", "C", "C", "O", "C", "O", "O", "H", "H", "H", "H", "C", "C", "O", "C", "O", "O", "H", "H", "H", "H"], "xyz": [[-0.42759, 4.05309, 1.44877], [0.24215, 3.10527, 0.44091], [0.44219, 0.97817, 1.15375], [-0.16547, 0.34323, -0.73953], [-0.18806, -0.99430, -1.02934], [0.78744, -1.40436, -1.53844], [-0.42440, 5.10171, 1.11992], [0.07670, 4.02117, 2.41894], [-1.47318, 3.77549, 1.61340], [-0.31779, 3.09968, -0.50633], [1.25082, 3.47512, 0.19545], [-1.16177, 0.71802, 2.02824], [0.74283, -0.81167, 1.52334], [2.24624, 0.88215, 0.81786], [1.03982, 1.41350, 2.78708], [5.65911, 2.75102, 1.27262], [6.42326, 1.55490, 0.70774], [6.02492, 0.51736, 1.59999], [4.82296, 0.84705, 2.16422], [4.17310, 0.09279, 2.80051], [4.52642, 2.13050, 1.87673], [5.31827, 3.45843, 0.52281], [6.22726, 3.27526, 2.04343], [6.09228, 1.29941, -0.29963], [7.50415, 1.65483, 0.72569], [-3.36882, -1.59262, -2.10603], [-3.11575, -0.14462, -2.49776], [-4.02289, 0.02446, -3.60838], [-4.99836, -0.88852, -3.51477], [-5.98566, -0.90706, -4.19222], [-4.73028, -1.78740, -2.54998], [-3.29092, -1.78286, -1.04218], [-2.73240, -2.28760, -2.65177], [-3.39656, 0.54807, -1.70685], [-2.09539, 0.04356, -2.80867], [-7.78668, -0.36634, -1.56844], [-9.18045, -0.17890, -0.98384], [-8.92479, -0.20063, 0.42243], [-7.62806, 0.15116, 0.63574], [-7.16383, 0.38657, 1.70095], [-6.96027, 0.19424, -0.53866], [-7.61846, 0.15496, -2.50409], [-7.52431, -1.41547, -1.69861], [-9.61257, 0.78848, -1.24397], [-9.87809, -0.97195, -1.23498], [5.90747, -2.72018, 1.44674], [5.48059, -4.17612, 1.31910], [5.90398, -4.49999, -0.01327], [6.89628, -3.65338, -0.37025], [7.56921, -3.77420, -1.34548], [7.01956, -2.66281, 0.53358], [6.23749, -2.42843, 2.43732], [5.13645, -2.02868, 1.11529], [6.01124, -4.82981, 2.01276], [4.41064, -4.33172, 1.40816]], "forces_ev_per_angstrom": [[-0.029, -0.014, 0.084], [0.286, -0.020, -0.354], [-0.906, 1.137, -1.353], [0.371, -0.589, 0.596], [-0.823, 0.313, 0.033], [0.518, -0.002, -0.264], [0.007, -0.084, -0.031], [-0.089, -0.001, -0.033], [0.079, 0.022, 0.073], [0.084, 0.032, 0.050], [-0.108, -0.024, -0.020], [0.593, -0.344, 0.516], [0.146, -0.048, -0.327], [-0.279, -0.344, 0.737], [0.011, -0.098, 0.065], [0.131, -0.148, -0.075], [-0.295, 0.164, 0.031], [0.109, -0.166, -0.024], [0.143, 0.001, -0.242], [0.048, -0.029, 0.240], [-0.030, 0.085, 0.190], [-0.054, -0.027, -0.042], [0.025, 0.017, 0.008], [0.005, 0.012, -0.033], [0.029, 0.018, 0.080], [0.028, 0.141, -0.089], [-0.029, -0.255, 0.191], [0.125, 0.126, -0.018], [-0.132, -0.088, -0.032], [0.086, 0.048, 0.080], [0.067, -0.054, 0.064], [-0.092, 0.032, 0.045], [0.046, -0.011, 0.000], [-0.001, 0.051, 0.005], [-0.018, 0.070, -0.123], [-0.215, -0.037, 0.061], [0.172, 0.012, -0.073], [0.004, 0.024, 0.064], [-0.101, -0.044, -0.114], [0.015, 0.009, 0.007], [0.058, 0.005, 0.003], [0.053, 0.087, 0.018], [0.024, -0.032, 0.013], [-0.006, 0.020, -0.031], [0.014, -0.057, 0.026], [-0.127, -0.130, -0.079], [0.087, 0.162, 0.024], [0.008, -0.054, 0.004], [-0.038, -0.019, -0.002], [-0.015, 0.002, 0.040], [0.010, 0.097, 0.045], [0.073, -0.018, 0.018], [-0.030, 0.024, -0.025], [0.001, -0.004, 0.043], [-0.040, 0.033, -0.072]], "charge": -1, "gap_ha": 0.262, "relative_energy_kj_mol": 0.0}